Entry 1:
{
  "formula": "C24H30N10O3STi",
  "method": "the ωB97M-V functional and the def2-TZVPD basis",
  "charge": 2,
  "e_lumo_ev": [-5.3, -5.4],
  "homo_ha": [-0.439, -0.442],
  "relative_energy_ev": 0.871,
  "energy_ha": -2952.97635,
  "symbols": ["Ti", "N", "N", "C", "N", "N", "N", "O", "O", "H", "H", "H", "H", "H", "C", "C", "O", "N", "C", "C", "C", "C", "C", "C", "N", "H", "H", "H", "H", "H", "H", "H", "H", "H", "H", "N", "C", "C", "N", "C", "H", "H", "H", "H", "N", "S", "C", "C", "C", "C", "C", "C", "C", "C", "C", "C", "C", "C", "H", "H", "H", "H", "H", "H", "H", "H", "H", "H", "H"],
  "xyz": [[-0.465, 0.559, -0.193], [1.445, -0.915, 2.507], [2.646, -0.677, 1.835], [2.609, -0.396, 0.524], [3.763, -0.257, -0.136], [1.414, -0.345, -0.052], [1.337, 0.092, -1.367], [0.141, -0.214, -1.874], [2.112, 0.861, -1.933], [1.520, -0.573, 3.455], [1.214, -1.903, 2.493], [3.511, -1.042, 2.206], [4.629, -0.197, 0.372], [3.712, 0.155, -1.059], [0.987, 4.693, 0.144], [0.043, 3.584, 0.462], [0.324, 2.406, 0.143], [-1.105, 3.868, 1.066], [-2.122, 2.865, 1.373], [-2.928, 2.489, 0.149], [-4.175, 3.029, -0.086], [-4.846, 2.697, -1.257], [-4.235, 1.841, -2.156], [-2.988, 1.332, -1.844], [-2.343, 1.632, -0.708], [2.007, 4.322, 0.184], [0.868, 5.541, 0.815], [0.793, 5.024, -0.879], [-1.290, 4.828, 1.308], [-2.769, 3.275, 2.143], [-1.633, 1.986, 1.797], [-4.618, 3.704, 0.635], [-5.826, 3.107, -1.463], [-4.709, 1.565, -3.087], [-2.476, 0.651, -2.512], [1.410, -5.205, 0.620], [1.688, -4.628, -0.594], [0.925, -3.503, -0.645], [0.179, -3.384, 0.511], [0.500, -4.428, 1.245], [1.786, -6.073, 0.960], [2.377, -5.063, -1.297], [0.855, -2.780, -1.444], [0.082, -4.673, 2.209], [-1.455, -0.910, 0.822], [-3.050, -1.191, 0.824], [-3.294, -2.628, 1.836], [-3.677, -2.397, 3.151], [-3.852, -3.482, 3.998], [-3.653, -4.770, 3.521], [-3.278, -4.985, 2.200], [-3.095, -3.911, 1.343], [-3.544, -1.791, -0.783], [-4.896, -1.733, -1.092], [-5.312, -2.145, -2.349], [-4.381, -2.597, -3.276], [-3.032, -2.647, -2.951], [-2.603, -2.244, -1.694], [-0.902, -1.789, 0.802], [-3.844, -1.387, 3.504], [-4.158, -3.322, 5.023], [-3.806, -5.614, 4.180], [-3.142, -5.994, 1.833], [-2.813, -4.071, 0.311], [-5.614, -1.373, -0.364], [-6.363, -2.113, -2.604], [-4.712, -2.912, -4.257], [-2.311, -3.005, -3.675], [-1.553, -2.283, -1.428]],
  "mulliken_charge": [0.709, -0.378, -0.180, 0.247, -0.371, 0.822, 0.638, -0.604, -0.806, 0.280, 0.147, 0.204, 0.221, 0.222, -1.316, 0.612, -0.617, 0.020, -1.497, 1.009, -0.781, -0.481, -0.876, -0.454, 0.630, 0.340, 0.405, 0.308, 0.270, 0.644, 0.175, 0.505, 0.451, 0.532, 0.578, -0.050, -0.729, -0.575, 0.068, -0.704, 0.222, 0.437, 0.446, 0.518, 0.250, 0.131, 0.646, -0.446, -0.695, -0.511, -0.752, -0.332, 0.704, -0.706, -0.738, -0.688, -0.813, 0.318, 0.209, 0.429, 0.410, 0.441, 0.452, 0.428, 0.495, 0.465, 0.442, 0.485, 0.131]
}


Entry 2:
{
  "formula": "C2H9NS2",
  "method": "the ωB97M-V functional and the def2-TZVPD basis",
  "e_lumo_ev": 0.1,
  "smiles": "CNC.SS",
  "homo_ha": -0.328,
  "relative_energy_ev": 0.926,
  "energy_ha": -932.69000,
  "symbols": ["C", "N", "C", "H", "H", "H", "H", "H", "H", "H", "S", "S", "H", "H"],
  "xyz": [[1.302, -0.860, 0.529], [1.208, -0.045, -0.697], [0.892, 1.345, -0.373], [1.442, -1.852, 0.241], [2.149, -0.522, 1.139], [0.404, -0.816, 1.177], [0.414, -0.392, -1.284], [-0.145, 1.461, 0.170], [0.849, 1.932, -1.292], [1.682, 1.745, 0.250], [-2.810, -0.597, 1.099], [-2.973, -0.243, -0.974], [-1.845, 0.325, 1.302], [-2.569, -1.481, -1.289]],
  "mulliken_charge": [-0.699, -0.415, -0.619, 0.327, 0.293, 0.191, 0.270, 0.107, 0.286, 0.302, -0.147, -0.191, 0.122, 0.173]
}


Entry 3:
{
  "formula": "C8H11NO2S2",
  "method": "the ωB97M-V functional and the def2-TZVPD basis",
  "e_lumo_ev": -0.9,
  "homo_ha": -0.313,
  "relative_energy_ev": 1.956,
  "energy_ha": -1312.94841,
  "symbols": ["C", "C", "C", "O", "N", "C", "O", "H", "H", "H", "H", "C", "C", "S", "C", "S", "C", "H", "H", "H", "H", "H", "H", "H"],
  "xyz": [[0.305, 1.726, -1.270], [0.920, 1.741, 0.055], [-0.185, 1.004, 0.969], [0.146, 0.912, 2.146], [-1.286, 0.608, 0.315], [-1.050, 1.016, -1.042], [-1.791, 0.865, -2.020], [0.176, 2.758, -1.665], [0.943, 1.188, -2.004], [1.871, 1.182, 0.079], [1.097, 2.767, 0.421], [-4.966, -1.651, 2.451], [-4.824, -0.293, 3.152], [-3.344, 0.695, 2.694], [-2.532, -0.250, 1.473], [-2.122, -1.805, 2.153], [-3.729, -2.534, 2.668], [-5.826, -2.169, 2.903], [-5.141, -1.504, 1.374], [-5.633, 0.389, 2.852], [-4.841, -0.392, 4.240], [-3.147, -0.352, 0.552], [-3.636, -2.856, 3.708], [-3.769, -3.427, 2.028]],
  "mulliken_charge": [-0.279, -0.297, 0.189, -0.603, 0.008, 0.217, -0.606, 0.229, 0.229, 0.243, 0.243, -0.668, -0.554, -0.152, 0.141, -0.152, -0.553, 0.320, 0.320, 0.361, 0.355, 0.294, 0.355, 0.361]
}


Entry 4:
{
  "formula": "C13H25ClNOTi",
  "method": "the ωB97M-V functional and the def2-TZVPD basis",
  "charge": 3,
  "multiplicity": 3,
  "e_lumo_ev": [-13.9, -13.6],
  "homo_ha": [-0.731, -0.731],
  "energy_ha": -1948.65272,
  "symbols": ["C", "C", "C", "C", "C", "Cl", "C", "C", "C", "C", "N", "O", "C", "C", "C", "C", "H", "H", "H", "H", "H", "H", "H", "H", "H", "H", "H", "H", "H", "H", "H", "H", "H", "H", "H", "H", "H", "H", "H", "H", "H", "Ti"],
  "xyz": [[-3.214, -0.944, 1.330], [-2.803, 0.328, 0.553], [-1.953, 1.300, 1.432], [-2.227, 0.022, -0.864], [-0.711, -0.284, -1.030], [-0.600, -1.162, -2.609], [0.107, 1.031, -1.234], [1.615, 0.970, -0.854], [1.897, 1.777, 0.443], [2.388, 1.702, -1.979], [2.112, -0.438, -0.820], [2.417, -0.880, -1.838], [1.415, -1.367, 0.126], [1.896, -1.230, 1.601], [1.802, -2.803, -0.283], [-0.136, -1.260, 0.027], [-4.224, -0.867, 1.707], [-3.217, -1.761, 0.625], [-2.496, -1.160, 2.109], [-3.822, 0.855, 0.358], [-0.936, 0.984, 1.611], [-1.866, 2.365, 1.030], [-2.429, 1.388, 2.418], [-2.426, 0.887, -1.496], [-2.805, -0.804, -1.248], [0.069, 1.247, -2.289], [-0.328, 1.892, -0.744], [2.389, 2.696, 0.175], [0.999, 2.068, 0.968], [2.579, 1.283, 1.118], [2.063, 1.389, -2.959], [2.157, 2.754, -1.906], [3.459, 1.608, -1.838], [1.250, -0.544, 2.139], [2.893, -0.815, 1.659], [1.811, -2.196, 2.067], [1.300, -3.119, -1.187], [1.485, -3.483, 0.491], [2.873, -2.919, -0.380], [-0.510, -1.072, 1.024], [-0.498, -2.242, -0.230], [-3.775, 2.805, 0.775]],
  "mulliken_charge": [-1.726, 1.215, -1.066, -1.783, 1.855, 0.024, -2.040, 1.611, -1.591, -1.770, 0.937, -0.295, 1.197, -1.764, -1.744, -1.750, 0.436, 0.405, 0.358, 0.330, -0.128, 0.405, 0.760, 0.346, 0.682, 0.499, 0.381, 0.520, 0.280, 0.329, 0.425, 0.545, 0.471, 0.408, 0.388, 0.482, 0.437, 0.548, 0.445, 0.106, 0.533, 1.298]
}


Entry 5:
{
  "formula": "C4H17NO3",
  "method": "the ωB97M-V functional and the def2-TZVPD basis",
  "e_lumo_ev": 0.6,
  "smiles": "CCNCC.O.O.O",
  "homo_ha": -0.338,
  "relative_energy_ev": 1.086,
  "energy_ha": -443.03733,
  "symbols": ["C", "C", "N", "C", "C", "H", "H", "H", "H", "H", "H", "H", "H", "H", "H", "H", "O", "H", "H", "O", "H", "H", "O", "H", "H"],
  "xyz": [[1.473, 0.693, 1.989], [2.021, 0.801, 0.556], [1.517, -0.307, -0.273], [1.334, -0.022, -1.720], [0.533, 1.295, -1.909], [0.631, 1.378, 2.100], [2.189, 0.852, 2.787], [1.061, -0.313, 2.078], [1.784, 1.713, 0.032], [3.118, 0.801, 0.616], [2.089, -1.102, -0.130], [2.323, 0.196, -2.126], [0.654, -0.776, -2.094], [-0.236, 1.204, -2.682], [-0.057, 1.508, -1.020], [1.129, 2.115, -2.304], [-2.134, -0.730, 2.619], [-1.820, 0.148, 2.414], [-2.271, -1.214, 1.835], [-1.140, -2.191, 0.054], [-0.284, -1.730, 0.028], [-0.869, -3.105, 0.172], [-2.626, 0.723, -1.615], [-3.385, 0.886, -1.059], [-2.046, 0.146, -1.118]],
  "mulliken_charge": [-0.929, -0.596, -0.253, -0.275, -1.371, 0.191, 0.326, 0.270, 0.402, 0.326, 0.222, 0.305, 0.346, 0.335, 0.443, 0.306, -0.619, 0.290, 0.313, -0.624, 0.345, 0.250, -0.627, 0.299, 0.325]
}


Entry 6:
{
  "formula": "C2H4OS",
  "method": "the ωB97M-V functional and the def2-TZVPD basis",
  "e_lumo_ev": 0.2,
  "smiles": "CSC=O",
  "homo_ha": -0.331,
  "relative_energy_ev": 1.729,
  "energy_ha": -551.96514,
  "symbols": ["C", "S", "C", "O", "H", "H", "H", "H"],
  "xyz": [[0.618, -0.161, -1.104], [1.123, -0.381, 0.634], [-0.812, 0.220, 1.521], [-0.972, 0.480, 2.640], [1.183, -0.910, -1.560], [0.670, 0.752, -1.631], [-0.419, -0.542, -1.028], [-1.391, 0.541, 0.528]],
  "mulliken_charge": [-0.789, -0.143, 0.181, -0.286, 0.296, 0.304, 0.241, 0.196]
}